Computed, not measured: a molecular structure, C3H3IrO3 at a distorted geometry, with ωB97M-V/def2-TZVPD.

## Properties
E = -444.3794 hartree
molar mass = 279.3 g mol⁻¹
net charge = +3
spin multiplicity = 6
highest occupied orbital energy (alpha / beta) = -26.574 / -27.096 eV
frontier orbital gap (alpha / beta) = 9.567 / 7.370 eV

```
10
Properties=species:S:1:pos:R:3:mulliken_spin:R:1
C -0.42 0.13 -0.21 0.5772
C -1.69 -0.39 -0.42 0.3401
O -0.21 1.41 -0.20 0.2964
H -1.83 -1.47 -0.44 0.0381
H -2.54 0.29 -0.52 0.0256
H 0.43 1.64 0.51 0.0479
O 2.00 -0.14 0.24 0.1994
C 1.01 -0.87 0.05 -0.0238
O 0.86 -2.05 -0.02 0.7843
Ir 2.40 1.45 1.02 2.7147
```